# C30H84O24S12

12 unconnected molecules or ions with the total composition C30H84O24S12 in a non-equilibrium geometry (wB97M-V/def2-TZVPD, the OMol25 dataset).

DFT total energy, a.u.: -7777.1541
Energy above the lowest of the compared OMol25 structures with the same formula, charge and spin, kJ/mol: 24.2
LUMO, eV: -0.218

Last column: Löwdin charge in e.
Positions of all 150 atoms, in Å:
O  -18.585  -17.297  13.317  -0.2785
S  -18.963  -15.984  13.760  0.6028
O  -19.836  -15.151  12.984  -0.2802
O  -19.535  -16.159  15.257  -0.2649
C  -19.984  -14.959  15.933  -0.2432
C  -19.127  -14.867  17.181  -0.0627
C  -17.459  -15.021  14.077  -0.1038
H  -21.046  -15.096  16.146  0.1251
H  -19.960  -14.060  15.315  0.1032
H  -19.496  -14.031  17.786  0.0611
H  -18.061  -14.785  17.001  0.0528
H  -19.280  -15.707  17.864  0.0838
H  -16.817  -15.469  14.836  0.0335
H  -17.783  -14.040  14.429  0.0462
H  -16.876  -14.882  13.168  0.0739
O  -15.017  -10.342  18.970  -0.2948
S  -14.461  -9.775  20.171  0.6397
O  -14.092  -8.385  20.314  -0.2812
O  -15.479  -10.024  21.429  -0.2521
C  -16.075  -11.342  21.539  -0.2751
C  -17.516  -11.258  21.998  -0.0536
C  -13.021  -10.685  20.765  -0.0900
H  -15.500  -11.807  22.339  0.0993
H  -15.988  -11.831  20.569  0.0934
H  -17.433  -10.791  22.984  0.0911
H  -17.982  -12.217  22.212  0.0673
H  -18.079  -10.659  21.285  0.0716
H  -12.246  -10.666  20.006  0.0773
H  -13.340  -11.696  21.020  0.0466
H  -12.751  -10.140  21.664  0.0733
O  -16.951  -12.511  17.186  -0.3051
S  -17.700  -11.383  16.677  0.6198
O  -18.584  -11.647  15.566  -0.2791
O  -18.397  -10.648  17.929  -0.2490
C  -19.565  -11.273  18.487  -0.2824
C  -20.459  -10.199  19.044  -0.0643
C  -16.586  -10.036  16.179  -0.0835
H  -19.286  -11.903  19.340  0.1145
H  -20.081  -11.896  17.758  0.1064
H  -20.630  -9.437  18.284  0.0889
H  -20.118  -9.707  19.958  0.0743
H  -21.361  -10.695  19.416  0.0887
H  -16.047  -10.440  15.322  0.0576
H  -15.837  -9.882  16.952  0.0370
H  -17.120  -9.118  15.958  0.0783
O  -14.438  -14.084  21.020  -0.2899
S  -14.604  -15.106  20.019  0.6167
O  -13.450  -15.649  19.308  -0.3011
O  -15.358  -16.314  20.760  -0.2661
C  -15.221  -17.656  20.233  -0.2433
C  -16.354  -18.109  19.347  -0.0730
C  -15.874  -14.694  18.854  -0.1097
H  -15.019  -18.277  21.105  0.0849
H  -14.259  -17.719  19.717  0.0918
H  -16.276  -17.729  18.325  0.0458
H  -17.358  -17.815  19.663  0.0891
H  -16.360  -19.197  19.287  0.0594
H  -15.428  -14.466  17.893  0.0331
H  -16.444  -13.873  19.282  0.0624
H  -16.536  -15.549  18.749  0.0519
O  -11.967  -16.709  26.248  -0.2821
S  -11.347  -15.553  25.651  0.5944
O  -10.129  -14.982  26.140  -0.2689
O  -11.067  -15.866  24.098  -0.2626
C  -12.077  -16.591  23.357  -0.2444
C  -11.554  -16.685  21.940  -0.0637
C  -12.612  -14.308  25.503  -0.1189
H  -13.039  -16.078  23.342  0.1141
H  -12.132  -17.579  23.811  0.1018
H  -10.508  -16.984  21.862  0.0881
H  -11.692  -15.803  21.315  0.0700
H  -12.090  -17.473  21.398  0.0624
H  -13.539  -14.796  25.233  0.0348
H  -12.233  -13.544  24.827  0.0762
H  -12.635  -13.854  26.495  0.0792
O  -19.797  -20.096  22.406  -0.2807
S  -19.488  -20.887  21.238  0.6135
O  -18.474  -20.445  20.324  -0.2913
O  -18.864  -22.293  21.758  -0.2906
C  -19.275  -22.897  23.008  -0.2313
C  -18.364  -22.384  24.130  -0.0525
C  -21.011  -21.495  20.457  -0.0972
H  -19.155  -23.972  22.891  0.1209
H  -20.315  -22.613  23.163  0.1106
H  -17.367  -22.167  23.747  0.0565
H  -18.223  -23.110  24.927  0.0814
H  -18.800  -21.427  24.416  0.0733
H  -20.772  -22.423  19.947  0.0613
H  -21.447  -20.800  19.742  0.0797
H  -21.705  -21.618  21.284  0.0687
C  -10.852  -20.821  18.027  -0.2748
S  -10.307  -19.302  17.230  0.8418
O  -10.847  -19.301  15.824  -0.5705
C  -11.315  -18.175  18.220  -0.2585
H  -10.488  -21.687  17.474  0.0521
H  -11.930  -20.855  18.190  0.0247
H  -10.456  -20.978  19.035  0.0582
H  -12.185  -18.742  18.550  0.0113
H  -11.670  -17.371  17.581  0.0327
H  -10.670  -17.794  19.008  0.0497
C  -15.477  -21.292  21.448  -0.2400
S  -13.667  -21.169  21.270  0.8704
O  -13.442  -20.300  20.061  -0.5781
C  -13.277  -20.073  22.689  -0.2451
H  -15.689  -21.657  22.451  0.0388
H  -15.821  -21.981  20.680  0.0566
H  -15.904  -20.313  21.236  0.0307
H  -12.220  -19.820  22.657  0.0491
H  -13.424  -20.636  23.615  0.0564
H  -13.922  -19.197  22.716  0.0433
C  -18.062  -15.955  24.458  -0.2318
S  -17.067  -14.731  25.420  0.8414
O  -16.097  -15.569  26.191  -0.5674
C  -16.161  -14.046  23.977  -0.2556
H  -17.503  -16.178  23.550  0.0332
H  -19.003  -15.503  24.139  0.0463
H  -18.255  -16.829  25.070  0.0522
H  -15.919  -14.855  23.288  0.0347
H  -15.275  -13.467  24.223  0.0478
H  -16.835  -13.353  23.467  0.0167
C  -14.077  -17.104  14.331  -0.2158
S  -14.166  -17.123  16.147  0.8400
O  -15.575  -16.630  16.381  -0.5789
C  -14.150  -18.935  16.382  -0.2256
H  -13.141  -17.539  13.980  0.0646
H  -14.169  -16.080  13.979  0.0341
H  -14.931  -17.691  13.993  0.0618
H  -14.294  -19.247  17.417  0.0408
H  -13.194  -19.337  16.037  0.0348
H  -14.956  -19.355  15.777  0.0503
C  -18.122  -19.751  16.714  -0.2322
S  -19.119  -21.160  16.084  0.8492
O  -18.377  -21.657  14.856  -0.5585
C  -18.762  -22.233  17.498  -0.2765
H  -18.428  -18.796  16.291  0.0439
H  -17.091  -19.923  16.398  0.0431
H  -18.108  -19.719  17.804  0.0168
H  -19.380  -22.045  18.370  0.0026
H  -17.736  -22.167  17.873  0.0571
H  -18.822  -23.278  17.188  0.0557
C  -13.829  -13.352  16.176  -0.2519
S  -12.453  -12.579  15.263  0.8285
O  -11.525  -13.715  14.928  -0.5612
C  -13.406  -12.286  13.711  -0.2364
H  -14.664  -12.676  16.351  0.0310
H  -13.381  -13.630  17.131  0.0453
H  -14.100  -14.236  15.601  0.0272
H  -12.730  -11.801  13.009  0.0473
H  -14.157  -11.526  13.935  0.0334
H  -13.754  -13.266  13.402  0.0442